Here is an isolated molecule of C2H4N2 at a distorted geometry from the Open Molecules 2025 dataset. Energies are from ωB97M-V/def2-TZVPD.

Geometry as XYZ:
```
8
Properties=species:S:1:pos:R:3:mulliken_charge:R:1
C 0.668 0.626 -0.142 -0.157
C -0.704 0.648 -0.100 -0.266
N -0.790 -0.678 0.423 -0.327
N 0.727 -0.720 0.119 -0.316
H 1.517 1.313 -0.524 0.281
H -1.595 1.373 -0.257 0.280
H -1.172 -1.243 -0.323 0.257
H 1.349 -1.319 0.804 0.249
```

As for the structure (SMILES): c1c[nH][nH]1. As for the maximum force: 4.09 eV Å⁻¹. The LUMO energy comes out at 0.0474 hartree. The HOMO energy comes out at -0.2983 Eh. As for the spin multiplicity: 1.

Here is a structure of composition C58H50N4O4ScSe at a distorted geometry from the Open Molecules 2025 dataset. Energies are from ωB97M-V/def2-TZVPD.

Geometry as XYZ:
```
118
Properties=species:S:1:pos:R:3:mulliken_charge:R:1
Sc 14.606 -24.486 -6.992 0.381
C 15.877 -31.408 0.074 -0.780
O 16.513 -31.315 -1.188 -0.440
C 16.040 -30.476 -2.134 1.057
C 16.719 -30.374 -3.370 -1.083
C 16.332 -29.317 -4.225 -0.031
C 15.337 -28.397 -3.893 -0.054
C 14.625 -28.618 -2.712 -0.805
C 14.948 -29.615 -1.822 -0.478
C 14.925 -27.283 -4.842 0.726
C 14.861 -25.959 -4.342 0.368
C 15.149 -25.607 -2.955 -0.858
C 14.883 -24.250 -2.806 -1.171
C 14.455 -23.733 -4.095 0.475
N 14.404 -24.776 -5.000 -0.320
C 14.146 -22.338 -4.325 0.617
C 14.240 -21.826 -5.666 0.253
C 13.882 -20.464 -6.032 -1.323
C 14.212 -20.280 -7.346 -1.106
C 14.694 -21.545 -7.816 0.271
C 15.130 -21.733 -9.149 1.830
C 15.281 -20.577 -10.119 -0.381
C 16.503 -20.194 -10.654 -0.374
C 16.626 -19.018 -11.334 -0.925
C 15.492 -18.312 -11.756 1.236
O 15.707 -17.286 -12.583 -0.450
C 14.684 -16.354 -12.834 -0.805
C 14.213 -18.735 -11.370 -0.805
C 14.123 -19.846 -10.490 -0.700
C 15.590 -23.019 -9.577 -0.284
N 15.439 -24.233 -8.902 0.284
C 15.728 -25.206 -9.834 0.382
C 15.574 -26.650 -9.663 0.639
C 15.834 -27.464 -10.837 -0.869
C 14.679 -27.968 -11.483 -0.358
C 14.764 -28.805 -12.557 -0.802
C 15.993 -29.301 -12.964 1.073
O 16.299 -30.168 -13.951 -0.455
C 15.300 -30.235 -15.035 -0.765
C 17.152 -28.907 -12.206 -0.519
C 17.088 -27.899 -11.283 0.217
C 15.179 -27.187 -8.420 0.329
C 14.945 -28.642 -8.212 -1.155
C 14.700 -28.779 -6.878 -0.893
C 14.858 -27.493 -6.244 -0.235
N 15.083 -26.522 -7.208 -0.202
C 16.243 -24.661 -11.025 -1.439
C 16.166 -23.308 -10.855 -1.392
N 14.734 -22.445 -6.768 -0.106
C 13.901 -21.491 -3.142 -0.245
C 14.431 -20.215 -2.902 -0.511
C 14.230 -19.548 -1.709 -0.855
C 13.443 -20.087 -0.692 0.829
O 13.339 -19.540 0.487 -0.462
C 12.170 -19.742 1.294 -0.829
C 12.821 -21.356 -0.950 -0.226
C 13.028 -21.982 -2.119 -0.657
H 16.461 -31.940 0.824 0.269
H 14.856 -31.792 0.046 0.335
H 15.745 -30.364 0.557 0.275
H 17.527 -31.006 -3.662 0.454
H 16.941 -29.151 -5.185 0.320
H 13.843 -27.923 -2.478 0.635
H 14.399 -29.672 -0.901 0.346
H 15.330 -26.330 -2.174 0.623
H 14.909 -23.580 -1.929 0.495
H 13.444 -19.763 -5.289 0.597
H 14.061 -19.361 -7.923 0.527
H 17.311 -20.883 -10.561 0.708
H 17.642 -18.711 -11.615 0.326
H 15.085 -15.681 -13.603 0.264
H 14.381 -15.709 -11.985 0.332
H 13.738 -16.776 -13.255 0.287
H 13.319 -18.214 -11.729 0.209
H 13.221 -20.067 -9.977 0.669
H 13.724 -27.625 -10.996 0.440
H 13.850 -29.075 -13.036 0.234
H 15.594 -31.051 -15.653 0.288
H 15.193 -29.226 -15.560 0.302
H 14.306 -30.364 -14.595 0.265
H 18.101 -29.374 -12.384 0.422
H 18.001 -27.444 -10.876 0.242
H 14.883 -29.369 -9.032 0.455
H 14.560 -29.752 -6.359 0.521
H 16.456 -25.304 -11.876 0.508
H 16.473 -22.528 -11.553 0.528
H 15.048 -19.788 -3.698 0.597
H 14.771 -18.658 -1.439 0.374
H 12.221 -18.984 2.118 0.250
H 12.117 -20.699 1.715 0.320
H 11.259 -19.483 0.755 0.360
H 12.408 -21.963 -0.187 0.268
H 12.452 -22.873 -2.205 0.450
C 20.740 -26.244 -10.520 -1.319
C 21.641 -26.421 -9.272 0.902
C 22.874 -27.189 -9.683 -1.284
C 21.974 -25.158 -8.477 0.143
C 22.672 -25.326 -7.276 -0.434
C 22.940 -24.282 -6.436 -0.947
C 22.442 -23.011 -6.735 1.039
C 22.549 -21.904 -5.733 -1.405
C 21.712 -22.831 -7.912 -1.057
C 21.505 -23.914 -8.785 -0.041
H 20.625 -27.188 -11.084 0.398
H 21.227 -25.366 -11.082 0.312
H 19.765 -25.924 -10.139 0.197
H 21.085 -27.040 -8.538 0.244
H 23.414 -26.734 -10.545 0.287
H 22.460 -28.213 -9.971 0.306
H 23.586 -27.317 -8.863 0.419
H 22.981 -26.336 -7.107 0.369
H 23.454 -24.394 -5.467 0.271
H 23.408 -21.250 -6.020 0.259
H 22.661 -22.350 -4.743 0.369
H 21.723 -21.269 -5.740 0.412
H 21.408 -21.783 -8.121 0.311
H 20.934 -23.742 -9.702 0.286
Se 12.493 -23.919 -8.379 -0.353
```

As for the maximum force: 4.20 eV Å⁻¹. The LUMO energy (alpha / beta) comes out at 0.0517 / 0.0641 hartree. Its total charge is -1. The HOMO energy (alpha / beta) comes out at -0.1378 / -0.0900 Eh. As for the spin multiplicity: 1.

Here is a structure of composition C8H12As2Ca3F15NO8 at a distorted geometry from the Open Molecules 2025 dataset. Energies are from ωB97M-V/def2-TZVPD.

Geometry as XYZ:
```
49
Properties=species:S:1:pos:R:3:mulliken_charge:R:1
Ca -5.874 0.215 -0.694 1.450
Ca -8.411 -0.473 -4.005 1.402
Ca -3.418 -3.907 -2.920 1.827
As -4.518 0.219 -4.651 1.732
F -4.321 0.079 -6.462 -0.453
F -2.661 0.265 -4.420 -0.509
F -4.602 0.375 -2.841 -0.285
F -6.253 -0.047 -4.965 -0.437
F -4.379 -1.541 -4.583 -0.479
F -4.491 1.978 -4.767 -0.414
As -9.160 -1.580 -0.067 1.853
F -9.380 -1.961 1.646 -0.439
F -7.732 -2.664 -0.042 -0.475
F -9.142 -1.250 -1.818 -0.331
F -10.509 -0.385 0.102 -0.450
F -7.932 -0.242 0.243 -0.593
F -10.335 -2.935 -0.368 -0.486
C -7.408 2.449 -2.313 -0.336
O -6.148 2.301 -1.613 -0.405
O -7.501 1.024 -2.417 0.042
C -8.420 3.255 -1.510 0.750
F -9.357 3.328 -2.372 -0.233
F -8.871 2.715 -0.449 -0.222
F -7.974 4.538 -1.095 -0.273
C -5.315 3.417 -1.858 -0.372
C -3.963 3.026 -1.354 -0.868
H -3.404 2.433 -2.078 0.128
H -3.288 3.845 -1.103 0.422
H -4.231 2.460 -0.462 0.114
H -5.532 4.324 -1.293 0.401
H -5.148 3.851 -2.844 0.341
H -7.272 2.876 -3.307 0.332
N -6.470 -2.562 -2.963 1.073
O -5.712 -3.536 -2.872 -0.903
O -7.357 -2.540 -3.821 -0.661
O -6.333 -1.631 -2.234 -0.276
C -9.449 -4.921 -5.513 -1.231
C -10.505 -4.027 -6.137 0.402
C -11.879 -4.574 -6.047 -0.551
O -12.329 -4.296 -4.752 -0.314
C -11.586 -3.229 -4.295 0.489
O -11.990 -2.417 -3.473 -0.501
O -10.570 -2.944 -5.208 -0.197
H -9.422 -5.920 -5.947 0.418
H -9.650 -5.203 -4.480 0.355
H -8.447 -4.501 -5.596 0.211
H -10.315 -3.730 -7.169 0.325
H -12.002 -5.644 -6.213 0.318
H -12.668 -4.036 -6.571 0.308
```

As for the maximum force: 5.94 eV Å⁻¹. The LUMO energy comes out at -0.3514 hartree. Its total charge is +2. The HOMO energy comes out at -0.5566 Eh. As for the spin multiplicity: 1.

Here is an isolated molecule of C2H5N3O at a distorted geometry from the Open Molecules 2025 dataset. Energies are from ωB97M-V/def2-TZVPD.

Geometry as XYZ:
```
11
Properties=species:S:1:pos:R:3:mulliken_charge:R:1
C 0.187 0.344 1.908 -0.279
N 0.112 -0.906 1.628 -0.504
N 0.217 -1.240 0.334 0.011
C -0.046 -0.488 -0.774 -0.045
N -0.009 0.829 -0.706 -0.283
O -0.322 1.173 -2.056 -0.472
H 0.258 0.602 2.959 0.295
H 0.463 1.273 1.152 0.264
H -0.279 -2.338 0.355 0.319
H -0.144 -0.982 -1.773 0.345
H -0.816 2.141 -1.844 0.347
```

As for the structure (SMILES): C=NN/C=N/O. As for the maximum force: 7.05 eV Å⁻¹. The LUMO energy comes out at 0.0314 hartree. The HOMO energy comes out at -0.3185 Eh. As for the spin multiplicity: 1.

Here is an isolated molecule of C21H24N2O4 from the Open Molecules 2025 dataset. Energies are from ωB97M-V/def2-TZVPD.

Geometry as XYZ:
```
51
Properties=species:S:1:pos:R:3:mulliken_charge:R:1
C -5.413 -2.180 0.520 -0.927
O -4.428 -1.265 0.935 -0.393
C -3.876 -0.437 0.000 0.227
C -4.187 -0.441 -1.355 -0.611
C -3.534 0.439 -2.203 -0.925
C -2.575 1.317 -1.739 -0.615
C -2.261 1.321 -0.382 0.238
N -1.287 2.154 0.174 -0.070
C -0.272 2.801 -0.461 0.517
O -0.158 2.907 -1.663 -0.648
C 0.768 3.350 0.509 -1.181
C 1.788 2.242 0.822 -0.574
C 1.104 1.114 1.572 0.614
O 0.239 1.341 2.406 -0.707
N 1.421 -0.164 1.243 0.280
C 0.505 -1.227 1.613 -1.124
C -0.113 -1.773 0.322 0.969
C -1.133 -2.870 0.586 -1.685
O 0.905 -2.314 -0.508 -0.469
C 2.110 -1.684 -0.493 0.019
C 3.093 -2.171 -1.350 -0.771
C 4.351 -1.607 -1.369 -0.628
C 4.676 -0.559 -0.515 0.800
C 6.047 0.046 -0.530 -1.572
C 3.701 -0.079 0.344 -0.551
C 2.413 -0.604 0.344 0.483
C -2.919 0.451 0.479 0.276
H -5.713 -2.718 1.418 0.258
H -6.284 -1.670 0.096 0.378
H -5.017 -2.892 -0.212 0.341
H -4.926 -1.114 -1.758 0.442
H -3.780 0.434 -3.254 0.366
H -2.065 1.986 -2.410 0.505
H -1.208 2.081 1.184 0.280
H 1.282 4.182 0.028 0.453
H 0.299 3.691 1.432 0.357
H 2.579 2.659 1.449 0.329
H 2.225 1.879 -0.108 0.617
H 1.051 -2.021 2.131 0.286
H -0.261 -0.815 2.270 0.483
H -0.597 -0.941 -0.215 0.117
H -1.476 -3.276 -0.361 0.358
H -1.981 -2.464 1.129 0.366
H -0.680 -3.671 1.165 0.390
H 2.840 -2.998 -1.993 0.473
H 5.098 -1.996 -2.045 0.412
H 6.804 -0.720 -0.686 0.397
H 6.128 0.767 -1.343 0.309
H 6.256 0.563 0.404 0.360
H 3.946 0.704 1.045 0.359
H -2.689 0.445 1.534 0.394
```

As for the structure (SMILES): COc1cccc(NC(=O)CCC(=O)N2C[C@H](C)Oc3ccc(C)cc32)c1. As for the maximum force: 0.67 eV Å⁻¹. The LUMO energy comes out at 0.0271 hartree. The HOMO energy comes out at -0.3049 Eh. As for the spin multiplicity: 1.

Q: Which value of maximum force does entry 2 give?
A: 4.20 eV Å⁻¹

Q: Which formula does entry 4 have?
A: C2H5N3O